[1]
ORCA calculation (ωB97M-V/def2-TZVPD) on an isolated ion of composition C2HN2S3 and charge -1 in a non-equilibrium geometry.

Each atom is followed by the atoms it is bonded to, with distances in Å.
Atoms and positions in Å:
1 C 0.923 -0.360 0.023  C2 1.414, N3 1.367, H8 1.035
2 C 0.666 1.028 -0.044  C1 1.414, S6 1.636, S7 1.748
3 N -0.121 -1.242 0.054  C1 1.367, N4 1.278
4 N -1.272 -0.686 0.045  N3 1.278, S5 1.594, S7 1.946
5 S -2.756 -1.262 -0.031  N4 1.594
6 S 1.829 2.178 -0.013  C2 1.636
7 S -1.066 1.249 0.039  C2 1.748, N4 1.946
8 H 1.798 -0.904 -0.074  C1 1.035

Calculated values
Frontier orbital gap (alpha / beta) ... 6.52 / 6.52 eV
SMILES ... S=c1cnn([S-])s1
Calculated total energy ... -37575.787 eV
Energy relative to the best compared isomer or geometry (same formula, charge and spin) ... 160.1 kJ/mol
HOMO energy (alpha / beta) ... -3.12 / -3.12 eV
Charge ... -1
Lowest unoccupied orbital energy (alpha / beta) ... 3.4035 / 3.4034 eV

Listed below, in e, are the natural (NBO) charges computed for each atom: number 1, C, carries -0.212; number 2, C, carries -0.391; number 3, N, carries -0.155; number 4, N, carries -0.343; number 5, S, carries -0.212; number 6, S, carries -0.289; number 7, S, carries 0.396; number 8, H, carries 0.205

[2]
ORCA calculation (ωB97M-V/def2-TZVPD) on one molecule with the formula C2HN3 in a non-equilibrium geometry.

Each atom is followed by the atoms it is bonded to, with distances in Å.
Atoms and positions in Å:
1 C -0.978 -0.176 -0.250  N3 1.217, H6 0.986
2 C 0.523 1.443 -0.049  N4 1.179
3 N -0.121 -0.995 0.027  C1 1.217, N5 1.251
4 N 1.276 0.541 0.058  C2 1.179, N5 1.360
5 N 1.115 -0.807 -0.029  N3 1.251, N4 1.360
6 H -1.815 -0.005 0.242  C1 0.986

Calculated values
Frontier orbital gap (alpha / beta) ... 7.69 / 7.69 eV
Calculated total energy ... -6552.805 eV
Energy relative to the best compared isomer or geometry (same formula, charge and spin) ... 568.1 kJ/mol
HOMO energy (alpha / beta) ... -10.02 / -10.02 eV
Lowest unoccupied orbital energy (alpha / beta) ... -2.3357 / -2.3353 eV

Listed below, in e, are the natural (NBO) charges computed for each atom: number 1, C, carries 0.184; number 2, C, carries 0.251; number 3, N, carries -0.162; number 4, N, carries -0.380; number 5, N, carries -0.072; number 6, H, carries 0.179

[3]
ORCA calculation (ωB97M-V/def2-TZVPD) on one molecule with the formula C2HN3O2 in a non-equilibrium geometry.

Each atom is followed by the atoms it is bonded to, with distances in Å.
Atoms and positions in Å:
1 C -0.204 0.490 -1.678  N3 1.183, N5 1.253
2 C -0.011 -0.282 0.683  N4 1.241, N5 1.363, O6 1.364
3 N 0.016 0.579 -2.838  C1 1.183
4 N -0.074 -1.514 0.552  C2 1.241, H8 1.037
5 N -0.322 0.438 -0.432  C1 1.253, C2 1.363
6 O 0.126 0.684 1.637  C2 1.364, O7 1.371
7 O 0.137 1.841 0.901  O6 1.371
8 H 0.332 -2.236 1.176  N4 1.037

Calculated values
Frontier orbital gap (alpha / beta) ... 6.61 / 6.77 eV
Calculated total energy ... -10647.085 eV
Energy relative to the best compared isomer or geometry (same formula, charge and spin) ... 860.1 kJ/mol
HOMO energy (alpha / beta) ... -10.45 / -10.54 eV
Lowest unoccupied orbital energy (alpha / beta) ... -3.8434 / -3.7679 eV

Listed below, in e, are the natural (NBO) charges computed for each atom: number 1, C, carries 0.389; number 2, C, carries 0.663; number 3, N, carries -0.209; number 4, N, carries -0.674; number 5, N, carries -0.248; number 6, O, carries -0.217; number 7, O, carries -0.115; number 8, H, carries 0.410

[4]
ORCA calculation (ωB97M-V/def2-TZVPD) on a 3-piece molecular cluster, C2HN3O2 overall in a non-equilibrium geometry.

Each atom is followed by the atoms it is bonded to, with distances in Å.
Atoms and positions in Å:
1 C -0.766 0.464 -2.446  N5 1.181
2 C 1.778 2.329 1.538  O6 1.137, O7 1.132
3 N -1.743 -1.976 -1.843  N4 1.109
4 N -2.062 -3.027 -1.999  N3 1.109
5 N 0.300 0.960 -2.564  C1 1.181, H8 1.011
6 O 1.750 2.302 0.402  C2 1.137
7 O 1.777 2.273 2.668  C2 1.132
8 H 1.009 1.647 -2.784  N5 1.011

Calculated values
Frontier orbital gap ... 11.76 eV
Calculated total energy ... -10655.370 eV
Energy relative to the best compared isomer or geometry (same formula, charge and spin) ... 60.8 kJ/mol
HOMO energy ... -11.33 eV
Lowest unoccupied orbital energy ... 0.4319 eV

Listed below, in e, are the natural (NBO) charges computed for each atom: number 1, C, carries 0.308; number 2, C, carries 1.021; number 3, N, carries 0.014; number 4, N, carries -0.014; number 5, N, carries -0.757; number 6, O, carries -0.519; number 7, O, carries -0.502; number 8, H, carries 0.449